(1)
Here is 2 unconnected molecules or ions with the total composition C2Cl3FO from the Open Molecules 2025 dataset. Energies are from wB97M-V/def2-TZVPD.

Output
Calculated total energy in a.u.: -1631.765298
HOMO (alpha / beta) in eV: -10.5 / -8.6
Multiplicity: 1
Gap between HOMO and LUMO (alpha / beta) in eV: 9.7 / 6.9
Energy above the lowest of the compared OMol25 structures with the same formula, charge and spin in eV: 3.4196

The geometry in XYZ format:
```
7
C2Cl3FO (wB97M-V/def2-TZVPD)
C 1.87180 -0.07515 -0.31458
C -1.46405 0.03002 0.00744
O 2.09762 -1.07597 0.26360
F 2.66920 0.99744 -0.34286
Cl -1.55150 1.69992 0.32318
Cl -2.40577 -0.56845 -1.27636
Cl -1.21730 -1.00781 1.33958
```

---

(2)
Here is C2Cl4S in the gas phase from the Open Molecules 2025 dataset. Energies are from wB97M-V/def2-TZVPD.

Output
Calculated total energy in a.u.: -2315.048268
HOMO (alpha / beta) in eV: -8.5 / -8.7
Multiplicity: 1
Gap between HOMO and LUMO (alpha / beta) in eV: 7.4 / 7.5
Energy above the lowest of the compared OMol25 structures with the same formula, charge and spin in eV: 1.7720

The geometry in XYZ format:
```
7
C2Cl4S (wB97M-V/def2-TZVPD)
C -0.67862 0.72228 -0.90024
C 0.19287 -0.99308 0.92823
S -1.08581 -0.70666 -0.23127
Cl 0.89445 1.10654 -1.30077
Cl -1.68925 2.08629 -0.74910
Cl 1.07315 -2.55498 0.84459
Cl 1.29321 0.33961 1.40856
```

---

(3)
Here is 2 unconnected molecules or ions with the total composition C2ClF3O from the Open Molecules 2025 dataset. Energies are from wB97M-V/def2-TZVPD.

Output
Calculated total energy in a.u.: -911.079568
HOMO (alpha / beta) in eV: -8.7 / -12.4
<S²>: 2.005
Multiplicity: 3
Gap between HOMO and LUMO (alpha / beta) in eV: 9.5 / 9.8
Energy above the lowest of the compared OMol25 structures with the same formula, charge and spin in eV: 0.2054

The geometry in XYZ format:
```
7
C2ClF3O (wB97M-V/def2-TZVPD)
C 0.56655 -0.65731 -1.34789
C -0.22817 0.73826 1.79499
O -0.29131 -1.46285 -1.41404
F 0.81022 0.34128 -2.12918
F 1.45545 -0.53663 -0.40730
F -0.90356 0.75577 2.93200
Cl -1.40918 0.82148 0.57141
```

---

(4)
Here is 2 unconnected molecules or ions with the total composition C2ClF4N from the Open Molecules 2025 dataset. Energies are from wB97M-V/def2-TZVPD.

Output
Calculated total energy in a.u.: -990.366587
HOMO (alpha / beta) in eV: -9.7 / -9.7
Multiplicity: 1
Gap between HOMO and LUMO (alpha / beta) in eV: 6.4 / 6.3
Energy above the lowest of the compared OMol25 structures with the same formula, charge and spin in eV: 6.9371

The geometry in XYZ format:
```
8
C2ClF4N (wB97M-V/def2-TZVPD)
C -2.28108 -0.18270 0.35190
C 1.21397 0.35979 -0.09206
N 0.45008 0.84029 0.92145
F -1.66890 -0.28952 -0.80145
F 0.99124 -0.94139 -0.44027
F 0.83924 1.07648 -1.22508
F 2.56868 0.53672 -0.10192
Cl -2.11322 -1.39966 1.38744
```

---

(5)
Here is a molecular structure, C2ClF4NO2 from the Open Molecules 2025 dataset. Energies are from wB97M-V/def2-TZVPD.

Output
Calculated total energy in a.u.: -1140.943135
HOMO in eV: -12.6
Multiplicity: 1
Gap between HOMO and LUMO in eV: 11.4
Energy above the lowest of the compared OMol25 structures with the same formula, charge and spin in eV: 1.6455

The geometry in XYZ format:
```
10
C2ClF4NO2 (wB97M-V/def2-TZVPD)
C -0.10522 0.40525 -0.37738
C 1.05625 -0.35503 0.28275
N -1.49563 -0.17165 -0.08417
O -1.96782 0.07092 0.97622
O -1.91634 -0.85087 -0.97231
F -0.14098 1.87787 0.53144
F 0.04099 0.74919 -1.61315
F 1.10861 -0.08838 1.58175
F 0.81534 -1.67469 0.17595
Cl 2.60480 0.03740 -0.50111
```

---

(6)
Here is a gas-phase ion, C2ClF4O2S (charge -1) from the Open Molecules 2025 dataset. Energies are from wB97M-V/def2-TZVPD.

Output
Calculated total energy in a.u.: -1484.547579
HOMO in eV: -4.4
Multiplicity: 1
Charge: -1
Gap between HOMO and LUMO in eV: 7.4
Energy above the lowest of the compared OMol25 structures with the same formula, charge and spin in eV: 1.4332

The geometry in XYZ format:
```
10
C2ClF4O2S (wB97M-V/def2-TZVPD)
C -0.69210 -0.98903 -1.12273
C -0.41698 -0.82643 0.31359
O 1.14261 3.52206 0.76210
O 1.18725 2.23693 2.85520
F -1.75114 -1.72385 -1.35331
F -0.92532 0.23868 -1.76898
F 0.27203 -1.46106 -1.98153
F 0.03715 -2.09829 0.81124
S 0.48179 2.47169 1.54270
Cl 1.14965 0.29126 0.40368
```

---

(7)
Here is a molecular structure, C2EuF3NO5S2 from the Open Molecules 2025 dataset. Energies are from wB97M-V/def2-TZVPD.

Output
Calculated total energy in a.u.: -2313.326472
HOMO (alpha / beta) in eV: -6.6 / -6.7
<S²>: 15.767
Multiplicity: 8
Gap between HOMO and LUMO (alpha / beta) in eV: 3.0 / 3.2
Energy above the lowest of the compared OMol25 structures with the same formula, charge and spin in eV: 0.4700

The geometry in XYZ format:
```
14
C2EuF3NO5S2 (wB97M-V/def2-TZVPD)
O -1.40273 -4.41865 -0.41273
C -0.52159 -4.18125 -1.15485
O 0.30209 -4.32390 -1.95817
Eu -2.91957 -2.86925 1.46040
N -0.70213 1.28865 -0.00524
S -0.86280 -0.25547 -0.58279
O 0.44274 -0.64535 -1.24696
O -0.97869 -1.21884 0.71160
S 0.53711 1.52733 1.03387
O 0.03728 2.23554 2.28108
C 1.35023 2.94999 0.13152
F 1.79108 2.55942 -1.06168
F 0.52768 3.97967 -0.03790
F 2.39929 3.37210 0.84186
```

---

(8)
Here is a molecular structure, C2F24NO4P3S2Ti from the Open Molecules 2025 dataset. Energies are from wB97M-V/def2-TZVPD.

Output
Calculated total energy in a.u.: -5499.131838
HOMO (alpha / beta) in eV: -1.5 / -6.8
<S²>: 6.014
Multiplicity: 5
Charge: -2
Gap between HOMO and LUMO (alpha / beta) in eV: 5.4 / 4.5

The geometry in XYZ format:
```
37
C2F24NO4P3S2Ti (wB97M-V/def2-TZVPD)
Ti 19.09451 17.29310 18.75805
C 21.71257 18.12171 21.28896
F 22.70608 18.26542 22.12048
F 22.19335 17.38268 20.26503
F 20.62835 17.61790 21.86668
S 21.16312 19.79302 20.45615
O 21.15916 20.76938 21.55004
O 22.11971 20.02717 19.37623
N 19.63754 19.26195 19.78043
S 18.94875 20.47934 19.39357
O 19.60866 21.80276 19.24078
O 18.06098 20.15038 18.25925
C 17.69482 20.91455 20.77113
F 18.41751 21.16630 21.95166
F 17.11398 22.06765 20.46763
F 16.74489 20.00595 20.89451
P 19.72781 13.77320 21.17279
F 20.98700 13.17340 20.34073
F 18.70595 12.78963 20.37874
F 19.95093 12.63150 22.26652
F 18.51598 14.37387 22.04704
F 20.80102 14.83698 21.85453
F 19.39390 14.93615 20.02824
P 15.67212 16.19325 19.39984
F 16.33983 14.75309 18.79542
F 15.15127 15.40539 20.77093
F 17.10151 16.59342 20.09538
F 14.94748 17.62315 19.84617
F 16.20155 16.98080 18.04408
F 14.33845 15.85771 18.51890
P 19.75309 15.23386 15.98449
F 21.30955 15.04642 15.53763
F 19.23981 13.74415 15.56873
F 20.20836 14.76625 17.44178
F 18.23893 15.63326 16.52299
F 20.02357 16.74433 16.43480
F 19.39124 15.80271 14.44829
```